Below is an isolated molecule of C4H5N3O3, with properties calculated with ωB97M-V/def2-TZVPD.

The value obtained for the highest occupied orbital energy (spin up / spin down) is -9.05 / -10.43 eV. As for the energy above the lowest of the compared OMol25 structures with the same formula, charge and spin: 0.00 kJ/mol. The LUMO energy (spin up / spin down) is -0.028 / -0.029 Eh. As for the total energy: -14835.9884 eV.

```
! wB97M-V def2-TZVPD RIJCOSX def2/J DEFGRID3
* xyz 0 3
C 0.73 -0.15 1.14
C 0.30 -0.21 2.53
C 0.09 0.46 -1.08
C -0.60 -0.13 -3.24
N -1.85 0.75 2.74
N 1.09 -0.86 3.26
N -0.11 0.20 0.24
O 0.97 1.22 -1.50
O -0.83 0.24 3.24
O -0.70 -0.30 -1.79
H 1.79 -0.25 0.99
H -1.35 -0.78 -3.73
H 0.37 -0.25 -3.74
H -0.94 0.89 -3.29
H 1.05 -0.84 4.23
*
```

These are the natural (NBO) partial charges, in e, on atoms 1 to 6: C 0.111; C 0.458; C 0.856; C -0.267; N 0.094; N -0.601


Below is a cluster of 2 separate species, C2F3IO in total, with properties calculated with ωB97M-V/def2-TZVPD.

The value obtained for the highest occupied orbital energy (spin up / spin down) is -8.92 / -9.31 eV. As for the energy above the lowest of the compared OMol25 structures with the same formula, charge and spin: 226.44 kJ/mol. The LUMO energy (spin up / spin down) is -0.028 / -0.043 Eh. As for the total energy: -20371.6546 eV.

```
! wB97M-V def2-TZVPD RIJCOSX def2/J DEFGRID3
* xyz 0 1
C 0.48 -0.59 1.15
C -0.33 0.21 -1.02
O 0.94 -1.62 1.36
F 0.59 -0.22 -1.89
F -1.59 -0.21 -1.28
F -0.38 1.49 -0.83
I 0.28 0.94 2.50
*
```

These are the natural (NBO) partial charges, in e, on atoms 1 to 6: C 0.285; C 0.972; O -0.480; F -0.312; F -0.325; F -0.301


Below is an isolated molecule of C19H22N2O4, with properties calculated with ωB97M-V/def2-TZVPD.

The value obtained for the highest occupied orbital energy is -8.19 eV. As for the energy above the lowest of the compared OMol25 structures with the same formula, charge and spin: 463.37 kJ/mol. The SMILES is CCN(CC)CCC(=O)Nc1cc2cc3c(C)coc3cc2oc1=O. The LUMO energy is -0.002 Eh. As for the total energy: -31227.4337 eV.

```
! wB97M-V def2-TZVPD RIJCOSX def2/J DEFGRID3
* xyz 0 1
O 0.56 -2.18 -3.42
O 1.11 -0.23 1.04
O -0.16 -0.17 -4.23
O -1.15 4.35 -5.83
C 0.18 -1.00 -3.22
C 0.96 -1.37 0.46
C -0.94 5.51 -5.12
C 0.25 0.80 -1.55
C 0.20 -0.57 -1.82
C -0.59 5.29 -3.80
C -0.69 1.98 -5.00
C -0.24 3.08 -2.62
C -0.26 1.19 -3.98
C -0.86 3.33 -4.91
C -0.10 1.72 -2.71
C -0.55 3.94 -3.74
N 0.36 -1.54 -0.80
N 0.15 -2.71 3.23
C -0.07 6.29 -2.80
C -1.96 -1.69 4.22
C 0.37 -4.31 5.18
C 1.60 -2.65 1.20
C -0.38 -1.59 4.16
C -0.04 -4.07 3.67
C 1.60 -2.52 2.65
H -1.09 6.46 -5.49
H 0.25 1.24 -0.56
H -0.82 1.58 -5.96
H 0.00 3.42 -1.63
H 0.22 -2.50 -1.11
H 1.02 6.01 -2.76
H -0.28 7.33 -3.15
H -0.42 6.14 -1.78
H -2.26 -0.70 4.26
H -2.31 -2.18 5.07
H -2.39 -2.11 3.34
H 1.45 -3.97 5.22
H 0.36 -5.32 5.35
H -0.35 -3.79 5.81
H 2.55 -2.95 0.79
H 0.86 -3.44 1.01
H 0.13 -1.64 5.12
H -0.11 -0.64 3.65
H -1.06 -4.31 3.59
H 0.56 -4.73 3.10
H 2.05 -1.53 2.91
H 2.27 -3.28 2.96
*
```

These are the natural (NBO) partial charges, in e, on atoms 1 to 6: O -0.588; O -0.635; O -0.436; O -0.421; C 0.735; C 0.700


What did the first record say?
Below is an isolated molecule of C4H5N3O3, with properties calculated with ωB97M-V/def2-TZVPD.

The value obtained for the highest occupied orbital energy (spin up / spin down) is -9.05 / -10.43 eV. As for the energy above the lowest of the compared OMol25 structures with the same formula, charge and spin: 0.00 kJ/mol. The LUMO energy (spin up / spin down) is -0.028 / -0.029 Eh. As for the total energy: -14835.9884 eV.

```
! wB97M-V def2-TZVPD RIJCOSX def2/J DEFGRID3
* xyz 0 3
C 0.73 -0.15 1.14
C 0.30 -0.21 2.53
C 0.09 0.46 -1.08
C -0.60 -0.13 -3.24
N -1.85 0.75 2.74
N 1.09 -0.86 3.26
N -0.11 0.20 0.24
O 0.97 1.22 -1.50
O -0.83 0.24 3.24
O -0.70 -0.30 -1.79
H 1.79 -0.25 0.99
H -1.35 -0.78 -3.73
H 0.37 -0.25 -3.74
H -0.94 0.89 -3.29
H 1.05 -0.84 4.23
*
```

These are the natural (NBO) partial charges, in e, on atoms 1 to 6: C 0.111; C 0.458; C 0.856; C -0.267; N 0.094; N -0.601


What did the second record say?
Below is a cluster of 2 separate species, C2F3IO in total, with properties calculated with ωB97M-V/def2-TZVPD.

The value obtained for the highest occupied orbital energy (spin up / spin down) is -8.92 / -9.31 eV. As for the energy above the lowest of the compared OMol25 structures with the same formula, charge and spin: 226.44 kJ/mol. The LUMO energy (spin up / spin down) is -0.028 / -0.043 Eh. As for the total energy: -20371.6546 eV.

```
! wB97M-V def2-TZVPD RIJCOSX def2/J DEFGRID3
* xyz 0 1
C 0.48 -0.59 1.15
C -0.33 0.21 -1.02
O 0.94 -1.62 1.36
F 0.59 -0.22 -1.89
F -1.59 -0.21 -1.28
F -0.38 1.49 -0.83
I 0.28 0.94 2.50
*
```

These are the natural (NBO) partial charges, in e, on atoms 1 to 6: C 0.285; C 0.972; O -0.480; F -0.312; F -0.325; F -0.301